## w
ORCA calculation (ωB97M-V/def2-TZVPD) on a gas-phase ion, C9H17N2O (charge +1).

Calculated values
**Total charge**: +1
**SMILES**: CCC[N+]1=C(N=O)CCCCC1

Cartesian coordinates (Å):
O1 -2.0476 -1.2148 -1.9536
N1 0.3805 -0.0382 0.0158
N2 -1.1657 -1.3889 -1.1206
C1 -1.0555 0.9516 2.6229
C2 -1.6145 -1.0173 1.0369
C3 0.1570 1.4059 1.9079
C4 1.7603 -0.6809 -1.9192
C5 -0.7081 -0.6930 -0.1183
C6 0.9424 0.2777 1.3201
C7 1.8367 -0.5011 -3.4495
C8 0.8972 0.4325 -1.2056
C9 -2.0788 0.2761 1.6569
H1 0.0557 0.6809 -1.9063
H2 0.6090 -0.6608 1.9140
H3 -1.5752 1.8164 3.0943
H4 -0.2011 2.0936 0.9849
H5 2.7852 -0.8749 -1.4791
H6 1.6161 1.2589 -1.0452
H7 -2.3977 0.9334 0.8803
H8 0.7059 2.0531 2.5285
H9 -0.8049 0.3166 3.4238
H10 2.0196 0.5151 1.2494
H11 -2.4611 -1.5015 0.6797
H12 0.7842 -0.5449 -3.8446
H13 2.4551 0.4290 -3.5232
H14 -1.1707 -1.5949 1.7402
H15 0.9899 -1.4343 -1.6913
H16 2.3144 -1.3724 -3.9191
H17 -3.0283 0.0772 2.1200

=====

## x
ORCA calculation (ωB97M-V/def2-TZVPD) on 2 unconnected molecules or ions with the total composition C9H17N2O.

Calculated values
**Total charge**: +1

Cartesian coordinates (Å):
O1 2.2763 0.7147 0.4958
N1 -0.9923 0.7344 0.1699
N2 -0.0712 -0.2322 -0.0262
C1 -0.5506 2.0431 0.4932
C2 -2.2311 0.1980 0.0169
C3 1.8953 -0.1594 -0.3623
C4 2.0470 0.2690 -1.8017
C5 -0.7206 -1.3846 -0.2985
C6 -3.4974 0.9168 0.3765
C7 -0.0315 -2.6752 -0.5923
C8 -2.0529 -1.1232 -0.3297
C9 2.5651 0.3025 1.8456
H1 3.0477 -0.1343 -2.1914
H2 1.8808 -1.2961 -0.1879
H3 -2.9048 -1.7637 -0.4422
H4 -3.6548 1.8884 -0.2059
H5 -3.5205 1.1110 1.4100
H6 -1.2901 2.8104 0.2752
H7 1.0538 -2.4310 -0.8328
H8 1.7446 -0.1242 2.3979
H9 -4.3549 0.4056 0.2279
H10 -0.3259 -3.2059 -1.4742
H11 0.2554 2.3141 -0.2454
H12 1.2516 -0.1271 -2.5304
H13 -0.0954 -3.3956 0.2270
H14 2.7635 1.2811 2.2721
H15 -0.1136 1.9847 1.4589
H16 1.9969 1.3316 -1.9800
H17 3.6297 -0.2531 1.8341

=====

## y
ORCA calculation (ωB97M-V/def2-TZVPD) on a gas-phase ion, C9H17N2O (charge +1).

Calculated values
**Total charge**: +1
**SMILES**: C=C=N/C(C)=C\C[NH2+][C@@H](C)OC

Cartesian coordinates (Å):
O1 1.7061 0.8285 -0.4759
N1 0.5695 -1.3740 -0.2043
N2 -1.9459 0.9563 -0.0049
C1 -1.8410 -1.2963 -0.8286
C2 1.5340 -0.2124 1.9170
C3 -1.6284 2.1008 -0.2316
C4 -0.4499 -1.1737 -1.3855
C5 3.0918 0.6994 -0.8290
C6 -1.2879 3.3571 -0.2605
C7 0.9668 0.1109 0.4674
C8 -3.6718 -0.5984 0.6683
C9 -2.4062 -0.3170 -0.0813
H1 3.3425 1.5962 -1.2072
H2 -4.3992 -0.0861 0.1941
H3 2.3636 -1.0425 1.8986
H4 -0.2168 -0.0686 -1.8147
H5 0.1480 0.7949 0.5656
H6 0.7957 -0.5696 2.5338
H7 1.4084 -1.7704 -0.4729
H8 0.1139 -2.0530 0.4475
H9 -3.7065 -0.1916 1.5839
H10 -3.8718 -1.6744 0.6579
H11 -0.2670 3.5842 -0.6154
H12 1.9954 0.6634 2.3644
H13 -0.2236 -1.8136 -2.1366
H14 3.1833 0.1281 -1.7865
H15 -1.8151 4.1957 0.1622
H16 -2.1825 -2.3852 -0.8393
H17 3.6672 0.2445 0.0297

=====

Which one is most stable, and which one is least stable? x is the most stable of them, while w is the least stable.